Record 1
This record from OMol25 describes a 2-piece molecular cluster, C7H8NO3 overall at a distorted geometry. The level of theory is ωB97M-V with the def2-TZVPD basis set.

Kohn-Sham gap	4.77	eV
highest occupied orbital energy	-1.35	eV
total charge	-1
F_max	0.0239	hartree/bohr
electronic energy	-552.0031	Ha
energy relative to the best compared isomer or geometry (same formula, charge and spin)	21.7	kcal/mol

CARTESIAN COORDINATES (ANGSTROEM)
C1 -1.21378 -1.21894 0.87479
C2 -0.12361 -0.44650 1.15047
C3 -0.63240 -1.02290 -1.42169
C4 4.13302 -0.79119 -0.09868
C5 -1.21962 -1.98232 -0.41355
C6 0.77254 -0.14385 0.11514
C7 1.88252 1.92311 0.01351
N1 0.38090 -0.25113 -1.16147
O1 3.69350 -1.78150 0.27719
O2 4.69250 0.13598 -0.49289
O3 1.96722 0.57295 0.38218
H1 -2.07399 -1.26242 1.53476
H2 -0.00084 0.03853 2.11551
H3 -1.10285 -0.91336 -2.39599
H4 -0.59603 -2.90538 -0.34625
H5 -2.22967 -2.29925 -0.70471
H6 1.08923 2.43920 0.57583
H7 1.66923 2.02433 -1.05779
H8 2.84572 2.38925 0.23863



Record 2
This record from OMol25 describes C7H8NO6P as an isolated structure at a distorted geometry. The level of theory is ωB97M-V with the def2-TZVPD basis set.

Kohn-Sham gap	6.19	eV
highest occupied orbital energy	-0.35	eV
total charge	-2
F_max	0.0817	hartree/bohr
electronic energy	-1119.0728	Ha
energy relative to the best compared isomer or geometry (same formula, charge and spin)	21.9	kcal/mol

CARTESIAN COORDINATES (ANGSTROEM)
C1 3.54228 0.56138 0.67408
C2 -0.25758 -1.83088 -0.31138
C3 -2.22478 -0.75155 -0.48102
C4 -2.66846 0.46256 0.97805
C5 2.53799 -0.06666 -0.41125
C6 1.09859 0.27389 -0.13695
C7 0.00485 -0.53230 -1.02461
N1 -1.32346 0.16485 -1.10971
O1 4.61777 0.92637 0.22031
O2 0.53500 -2.64468 0.08712
O3 3.16174 0.58897 1.84990
O4 -1.58210 -1.84932 0.02387
O5 -2.74145 2.42227 -1.07404
O6 -2.10817 0.24026 2.20575
P1 -1.75213 1.71834 -0.20012
H1 -3.00688 -0.95816 -1.25429
H2 -3.72879 0.61071 1.21819
H3 2.68025 -1.11414 -0.45470
H4 2.57949 0.33465 -1.39052
H5 0.74440 0.14834 0.84650
H6 0.85959 1.34683 -0.36073
H7 0.33150 -0.69986 -2.15356
H8 -1.29965 0.64814 2.25909



no.,molecular weight (g mol⁻¹)
1,154.15
2,233.12